Entry 1:
Formula: C2H3ClF2S
Source: OMol25
Level of theory: ωB97M-V with the def2-TZVPD basis set

Its largest force on an atom is 6.4 eV/A. The HOMO energy (spin up / spin down) is -7.4459 / -10.2163 eV. The calculation puts the LUMO energy (spin up / spin down) at 0.83 / -1.87 eV. The value obtained for the total energy is -30910.3928 eV. Its spin multiplicity is 3. The orbital gap (spin up / spin down) comes out at 8.3 / 8.3 eV. For the energy relative to the best compared isomer or geometry (same formula, charge and spin), the calculation gives 0.809 eV.

```
9
C2H3ClF2S | OMol25 | ωB97M-V with the def2-TZVPD basis set
Cl -1.590 1.968 -0.019
S -2.135 -0.697 -0.645
F 1.627 1.263 -0.536
F 1.419 -0.904 -0.679
C 1.792 0.134 0.058
C -1.733 0.464 0.540
H 2.901 -0.155 0.349
H -2.120 -0.025 -1.777
H 1.176 0.045 1.043
```

=====

Entry 2:
Formula: C2H3ClFI
Source: OMol25
Level of theory: ωB97M-V with the def2-TZVPD basis set

Its largest force on an atom is 4.2 eV/A. The HOMO energy (spin up / spin down) is -6.0635 / -9.6065 eV. The calculation puts the LUMO energy (spin up / spin down) at 0.56 / -4.16 eV. The value obtained for the total energy is -25458.1093 eV. Its spin multiplicity is 3. The orbital gap (spin up / spin down) comes out at 6.6 / 5.5 eV. For the energy relative to the best compared isomer or geometry (same formula, charge and spin), the calculation gives 1.390 eV.

```
8
C2H3ClFI | OMol25 | ωB97M-V with the def2-TZVPD basis set
I 1.361 -1.579 0.678
Cl -1.482 -0.185 1.370
F 1.198 1.963 1.224
C -0.670 -0.317 -1.181
C -0.430 -0.591 0.086
H 0.022 -0.591 -1.956
H 1.569 1.100 1.256
H -1.567 0.200 -1.475
```

=====

Entry 3:
Formula: C2H3ClFP
Source: OMol25
Level of theory: ωB97M-V with the def2-TZVPD basis set

Its largest force on an atom is 4.2 eV/A. The HOMO energy is -9.6382 eV. The calculation puts the LUMO energy at 0.35 eV. The value obtained for the total energy is -26649.5810 eV. As for the SMILES: C=C(Cl)PF. Its spin multiplicity is 1. The orbital gap comes out at 10.0 eV. For the energy relative to the best compared isomer or geometry (same formula, charge and spin), the calculation gives 1.669 eV.

```
8
C2H3ClFP | OMol25 | ωB97M-V with the def2-TZVPD basis set
Cl -0.313 1.410 1.286
P 1.890 -0.206 0.296
F 1.594 -0.720 1.816
C -1.268 0.249 -0.869
C -0.132 0.355 -0.117
H 1.562 -1.594 -0.036
H -1.205 -0.345 -1.809
H -2.127 0.852 -0.567
```

=====

Entry 4:
Formula: C2H3ClI2O2S
Source: OMol25
Level of theory: ωB97M-V with the def2-TZVPD basis set

Its largest force on an atom is 3.9 eV/A. The HOMO energy is -9.8069 eV. The calculation puts the LUMO energy at -0.76 eV. The value obtained for the total energy is -45774.8089 eV. Its spin multiplicity is 1. The orbital gap comes out at 9.0 eV. For the energy relative to the best compared isomer or geometry (same formula, charge and spin), the calculation gives 0.108 eV.

```
11
C2H3ClI2O2S | OMol25 | ωB97M-V with the def2-TZVPD basis set
I -2.744 -1.242 1.424
I -2.479 2.085 0.134
Cl -1.821 -2.294 -1.945
S -2.410 -0.384 -1.862
O -3.846 -0.394 -1.955
O -1.562 0.380 -2.762
C -0.222 -0.087 0.107
C -1.677 0.121 0.161
H 0.135 0.633 -0.551
H -0.007 -1.030 -0.298
H 0.112 0.095 1.155
```

=====

Entry 5:
Formula: C2H3ClIN
Source: OMol25
Level of theory: ωB97M-V with the def2-TZVPD basis set

Its largest force on an atom is 1.4 eV/A. The HOMO energy (spin up / spin down) is -8.2731 / -8.2726 eV. The calculation puts the LUMO energy (spin up / spin down) at -0.46 / -0.46 eV. The value obtained for the total energy is -24233.0519 eV. Its spin multiplicity is 1. The orbital gap (spin up / spin down) comes out at 7.8 / 7.8 eV. For the energy relative to the best compared isomer or geometry (same formula, charge and spin), the calculation gives 1.885 eV.

```
8
C2H3ClIN | OMol25 | ωB97M-V with the def2-TZVPD basis set
I 2.463 -0.386 0.102
Cl -0.281 -3.156 0.240
N 0.122 1.333 0.052
C 1.287 1.299 0.410
C -1.103 1.427 -0.342
H -1.401 2.050 -1.206
H 0.810 -3.860 0.341
H -1.896 1.292 0.403
```

=====

Entry 6:
Formula: C2H3ClN2O
Source: OMol25
Level of theory: ωB97M-V with the def2-TZVPD basis set

Its largest force on an atom is 3.1 eV/A. The HOMO energy is -10.3213 eV. The calculation puts the LUMO energy at 0.24 eV. The value obtained for the total energy is -19668.3002 eV. As for the SMILES: COC1=NN1Cl. Its spin multiplicity is 1. The orbital gap comes out at 10.6 eV. For the energy relative to the best compared isomer or geometry (same formula, charge and spin), the calculation gives 4.270 eV.

```
9
C2H3ClN2O | OMol25 | ωB97M-V with the def2-TZVPD basis set
Cl 2.715 0.100 2.098
O -0.595 0.411 1.414
N 0.778 1.834 2.936
N 1.639 1.512 1.654
C 0.310 1.215 1.974
C -0.146 -0.144 0.157
H 0.657 0.550 -0.222
H 0.301 -1.071 0.536
H -1.082 -0.127 -0.418
```